Record 1
Molecular formula: C4H8O3
Method: DFT, ωB97M-V/def2-TZVPD

The geometry in ORCA input format:
```
! RIJCOSX wB97M-V def2-TZVPD def2/J DEFGRID3
* xyz 0 1
C -2.4879 0.1183 -0.4377
O -1.6590 0.1158 0.6917
C -0.3445 0.0043 0.4804
O 0.1651 0.5353 -0.6487
C 0.3892 -0.6148 1.3979
C 1.6373 0.0632 -0.7490
O 2.6979 0.2919 0.1351
H -2.3611 -0.7884 -1.0376
H -3.4891 0.1332 -0.0244
H -2.2909 1.0072 -1.0371
H 1.4064 -0.4168 1.6538
H -0.1011 -1.2143 2.1247
H 1.6388 -1.0128 -0.8623
H 1.7768 0.5952 -1.6566
H 3.0220 1.1826 -0.0303
*
```

relative energy (zero: lowest compared OMol25 entry of this formula, charge and spin): 76.2 kcal/mol
E: -382.843310 Eh

Results of the natural (NBO) charge analysis, in e, for atoms 1 through 5:
1. C -0.255
2. O -0.495
3. C 0.598
4. O -0.533
5. C -0.655



Record 2
Molecular formula: C21H42N2O2
Method: DFT, ωB97M-V/def2-TZVPD

The geometry in ORCA input format:
```
! RIJCOSX wB97M-V def2-TZVPD def2/J DEFGRID3
* xyz 0 1
C -0.1253 0.8513 -3.2590
H 0.6691 0.5238 -2.5922
H -1.0782 0.5557 -2.8292
C -0.0697 2.3647 -3.4435
C 1.3015 2.7795 -3.9745
H 1.4616 2.3477 -4.9604
H 1.3762 3.8616 -4.0639
H 2.0945 2.4206 -3.3223
H -0.8206 2.6501 -4.1899
C -0.4689 3.1102 -2.1553
N 0.3145 2.7669 -0.9789
C -0.1858 1.8108 -0.1552
O -1.2567 1.2710 -0.3933
C 0.6549 1.3487 1.0199
H -0.0152 0.8529 1.7238
C 1.7011 0.3272 0.5525
C 1.0290 -0.9647 0.0918
C 0.5662 -1.7855 1.2904
O 1.0544 -1.6188 2.3954
N -0.3701 -2.7368 1.0596
C -1.0442 -2.9395 -0.2057
H -1.4402 -3.9583 -0.2061
H -0.3224 -2.8720 -1.0252
C -2.2099 -1.9663 -0.4704
C -3.3299 -2.1408 0.5511
H -2.9796 -1.8922 1.5494
H -4.1544 -1.4738 0.3112
H -3.7050 -3.1636 0.5483
C -2.7381 -2.2020 -1.8838
H -3.5381 -1.5009 -2.1062
H -1.9494 -2.0637 -2.6204
H -3.1291 -3.2133 -1.9838
H -1.8572 -0.9346 -0.3974
C -0.7009 -3.6435 2.1437
H -1.7849 -3.7650 2.1968
H -0.3495 -3.1747 3.0657
C -0.0385 -5.0232 2.0003
C 1.4800 -4.8949 1.9327
H 1.8520 -4.3692 2.8084
H 1.7802 -4.3349 1.0501
H 1.9438 -5.8780 1.8893
C -0.4527 -5.9007 3.1786
H -1.5353 -5.9988 3.2268
H -0.0223 -6.8948 3.0825
H -0.1049 -5.4645 4.1120
H -0.3907 -5.4949 1.0747
H 0.1969 -0.7264 -0.5637
H 1.7437 -1.5816 -0.4622
H 2.2989 0.7449 -0.2615
H 2.3624 0.0949 1.3893
H 1.1364 2.1739 1.5376
C 1.4302 3.6340 -0.6672
H 2.1136 3.1319 0.0161
H 1.9756 3.8320 -1.5928
C 1.0090 4.9886 -0.0615
C 0.2638 4.8221 1.2590
H -0.1169 5.7831 1.5972
H 0.9261 4.4323 2.0291
H -0.5786 4.1435 1.1455
C 2.2485 5.8596 0.1273
H 1.9709 6.8290 0.5336
H 2.9441 5.3867 0.8174
H 2.7596 6.0189 -0.8198
H 0.3392 5.4905 -0.7682
H -0.3956 4.1856 -2.3299
H -1.5099 2.8615 -1.9299
H 0.0023 0.3491 -4.2158
*
```

relative energy (zero: lowest compared OMol25 entry of this formula, charge and spin): 1.3 kcal/mol
E: -1085.421606 Eh

Results of the natural (NBO) charge analysis, in e, for atoms 1 through 5:
1. C -0.614
2. H 0.198
3. H 0.228
4. C -0.215
5. C -0.611



Record 3
Molecular formula: C83H158N12O7
Method: DFT, ωB97M-V/def2-TZVPD

The geometry in ORCA input format:
```
! RIJCOSX wB97M-V def2-TZVPD def2/J DEFGRID3
* xyz 0 1
C -2.1091 -5.1404 -4.1296
C -1.9430 -5.4653 -5.6081
C -3.0996 -4.8180 -6.4542
C -2.8658 -4.9106 -7.9890
C -1.4576 -4.1562 -8.2698
C -0.3059 -4.7691 -7.4784
N -0.6371 -4.9004 -6.0967
O 0.3967 -5.2399 -5.2690
C 0.1623 -6.0718 -8.1825
C 0.8771 -3.7728 -7.5274
C -1.9316 -6.9862 -5.7883
H -2.1194 -4.0824 -4.0299
H -1.4354 -5.6407 -3.4862
H -3.1507 -5.3811 -3.9605
H -4.0094 -5.4278 -6.3028
H -3.1257 -3.7648 -6.0913
H -3.6524 -4.3761 -8.5133
H -2.7976 -5.9211 -8.4225
H -1.5102 -3.1011 -7.9127
H -1.0930 -4.1666 -9.3159
H 0.2298 -5.8756 -9.2851
H 1.1101 -6.3993 -7.7720
H -0.5186 -6.9130 -8.0912
H 0.6194 -2.7527 -7.3004
H 1.5729 -4.1132 -6.8400
H 1.2987 -3.8208 -8.5225
H -2.7164 -7.4912 -5.2511
H -0.9625 -7.5053 -5.5939
H -2.1823 -7.2148 -6.8257
H 0.6172 -6.1884 -5.4733
C 5.0697 3.8604 2.5846
C 4.7661 2.9238 1.4451
C 5.8604 2.9187 0.3461
C 7.1687 2.2172 0.8497
C 6.9289 0.8263 1.3142
C 5.7986 0.7590 2.3920
N 4.6009 1.5205 1.8980
O 3.4587 1.4018 2.7457
C 5.3291 -0.7001 2.5673
C 6.3461 1.2626 3.7730
C 3.4279 3.3731 0.8368
H 6.0920 3.7439 3.0173
H 4.3218 3.6455 3.3834
H 4.9410 4.8852 2.2864
H 5.3986 2.3456 -0.5180
H 5.9974 3.9397 -0.0557
H 7.5830 2.8679 1.6116
H 7.8308 2.2329 0.0006
H 7.9425 0.4478 1.6698
H 6.5560 0.3252 0.4150
H 6.2150 -1.2740 2.7810
H 4.7051 -0.6670 3.4758
H 4.8206 -1.1095 1.7043
H 6.8821 2.2272 3.7761
H 5.5514 1.3250 4.4795
H 7.0902 0.4858 4.0861
H 2.7839 3.7657 1.5938
H 3.0383 2.5231 0.2603
H 3.5517 4.1640 0.1159
H 2.8077 1.0485 2.1498
C 3.2465 -3.1933 -4.3075
C 4.0780 -4.0785 -3.3459
C 4.7448 -3.1349 -2.3102
C 5.3743 -3.8026 -1.1769
C 4.4176 -4.6926 -0.5354
C 3.6930 -5.7735 -1.4725
N 3.0969 -4.9560 -2.5439
O 2.3514 -5.8637 -3.4138
C 4.8245 -6.8251 -1.8210
C 2.4731 -6.3945 -0.7255
C 5.0947 -4.8531 -4.2095
H 2.6828 -3.7209 -5.1338
H 4.0062 -2.4987 -4.7310
H 2.4936 -2.7041 -3.6498
H 5.4938 -2.5148 -2.8415
H 3.9626 -2.4056 -2.0399
H 5.8293 -3.0556 -0.4712
H 6.2630 -4.3311 -1.5405
H 3.5380 -4.1302 -0.2080
H 4.7436 -5.2083 0.3505
H 4.7953 -7.5826 -0.9954
H 4.6626 -7.2057 -2.8310
H 5.7822 -6.3568 -1.8187
H 2.1311 -7.2985 -1.2307
H 2.7505 -6.7343 0.2904
H 1.6601 -5.5939 -0.6270
H 5.6985 -5.4547 -3.5644
H 5.7075 -4.1679 -4.7457
H 4.5360 -5.4976 -4.8676
H 1.6624 -5.2350 -3.6919
C 0.4707 -0.6118 7.7459
C 0.9084 0.4956 6.7575
C -0.3138 1.0068 6.0496
C -0.0838 2.3051 5.3009
C 0.4722 3.3731 6.2127
C 1.7036 2.8787 6.9626
N 1.3977 1.6124 7.5924
O 2.4857 1.1732 8.3222
C 2.9036 2.8639 5.9605
C 2.0333 3.8889 8.0817
C 1.9213 -0.1795 5.8297
H 1.3284 -1.1616 8.1085
H -0.0857 -1.4003 7.2436
H -0.1012 -0.2034 8.5434
H -0.8049 0.2058 5.4967
H -1.0661 1.1852 6.8572
H -1.0068 2.5602 4.8015
H 0.6535 2.0937 4.5664
H -0.3236 3.6749 6.9075
H 0.7788 4.2373 5.6238
H 3.1313 3.8486 5.5731
H 3.7679 2.4174 6.4453
H 2.6401 2.2069 5.0870
H 2.1761 4.9063 7.6657
H 1.1831 3.8994 8.7641
H 2.9073 3.5568 8.5617
H 2.0761 0.2717 4.8347
H 1.4528 -1.1719 5.6563
H 2.8658 -0.2374 6.3240
H 3.2879 1.3497 7.7829
C -6.2004 4.9717 0.9613
C -6.1495 4.3508 -0.4784
C -4.6977 4.3208 -0.8991
C -4.4181 3.4340 -2.1161
C -5.0657 2.0439 -2.1246
C -6.5037 2.1533 -1.5464
N -6.6050 2.9325 -0.3624
O -7.9834 2.8900 0.0648
C -7.4133 2.6703 -2.7550
C -6.9170 0.7441 -1.2391
C -7.0241 5.2414 -1.4158
H -7.1875 4.8194 1.3779
H -6.0257 5.9838 0.9359
H -5.4873 4.4198 1.6355
H -4.4028 5.3182 -1.1021
H -4.1217 4.0191 -0.0776
H -3.3570 3.3202 -2.3396
H -4.7339 3.9999 -3.0607
H -4.5159 1.3181 -1.5251
H -5.0452 1.7602 -3.1806
H -7.5774 1.8575 -3.4464
H -8.4316 2.9872 -2.4984
H -6.9630 3.4632 -3.3134
H -6.6646 0.1676 -2.1164
H -6.3751 0.2677 -0.3937
H -7.9761 0.5327 -1.1073
H -6.6718 5.3385 -2.4377
H -6.9029 6.2944 -1.0959
H -8.1078 4.9850 -1.3900
H -7.9444 2.2680 0.7862
C 1.4340 6.2543 2.4198
C 0.0177 6.6596 2.1881
C -0.2782 6.0329 0.8139
C -1.7232 5.9395 0.4552
C -2.5901 5.4797 1.6765
C -2.2239 6.1302 3.0250
N -0.7797 6.0869 3.2113
O -0.5120 6.7924 4.4131
C -2.8053 7.5082 3.1738
C -2.8106 5.2430 4.1932
C -0.0542 8.1947 2.1912
H 2.0277 6.7755 3.1595
H 2.0445 6.2768 1.5112
H 1.4422 5.1540 2.6675
H 0.3258 6.6298 0.0500
H 0.2305 5.0492 0.7988
H -1.8945 5.2551 -0.3787
H -2.0292 6.8782 0.0707
H -2.4438 4.4184 1.9348
H -3.6430 5.6209 1.5184
H -2.3446 8.0405 3.9735
H -2.8440 8.1095 2.2648
H -3.7973 7.4029 3.5297
H -2.4031 4.1710 4.1474
H -2.4867 5.6358 5.1787
H -3.8977 5.1051 4.1386
H 0.7679 8.6642 1.6341
H 0.0282 8.4584 3.2590
H -0.9911 8.6408 1.8431
H 0.0552 6.2042 4.9260
C 0.6961 -1.3562 2.3838
C 0.4711 -1.3847 0.8391
C -0.9119 -1.8798 0.4547
C -2.0303 -0.9504 0.8511
C -1.7858 0.4041 0.2128
C -0.4275 1.0126 0.5449
N 0.5780 -0.0587 0.2103
O 1.9173 0.4737 0.6225
C -0.1531 2.1427 -0.5406
C -0.3920 1.6642 1.9416
C 1.5038 -2.2768 0.2942
H -0.0980 -0.7794 2.9179
H 1.7095 -1.0574 2.5742
H 0.6468 -2.3673 2.7591
H -0.8593 -1.9808 -0.6498
H -1.0509 -2.8731 0.8978
H -1.9844 -0.8607 1.9238
H -2.9583 -1.4092 0.5609
H -2.5176 1.1868 0.4308
H -1.8551 0.2207 -0.8731
H -1.1040 2.5526 -0.8820
H 0.3500 2.8359 0.0264
H 0.5432 1.7350 -1.2515
H -0.7959 1.0378 2.7602
H 0.6209 1.9108 2.3112
H -1.0035 2.5657 1.9497
H 1.1592 -3.2949 0.5930
H 2.4684 -2.0340 0.7033
H 1.4923 -2.3201 -0.7798
H 2.3536 0.2621 -0.2407
N 0.1190 -6.0128 5.0476
C -0.1049 -5.3692 3.8549
C -0.5454 -6.3216 2.9588
C -0.5524 -7.5515 3.6347
C -0.1575 -7.3205 4.9056
H 0.4994 -5.5604 5.8802
H 0.1457 -4.3279 3.7510
H -0.7290 -6.2505 1.8786
H -0.8083 -8.5457 3.2117
H 0.0390 -8.0051 5.7001
N -5.2885 1.6791 1.8444
C -4.0526 1.9573 2.3464
C -3.5978 0.9894 3.1850
C -4.6246 0.0112 3.1876
C -5.5974 0.4373 2.3234
H -5.6906 2.0882 1.0055
H -3.5922 2.8565 1.9991
H -2.7187 0.9155 3.7719
H -4.6239 -0.8821 3.7471
H -6.5598 0.0255 2.0088
N -5.0344 -3.8871 -2.1357
C -5.0891 -3.4550 -3.5080
C -4.3512 -2.2808 -3.5835
C -3.8103 -1.9589 -2.2951
C -4.2321 -2.9587 -1.4821
H -5.5465 -4.5363 -1.6037
H -5.6366 -3.9909 -4.2726
H -4.0901 -1.7681 -4.5447
H -3.2183 -1.0964 -1.9783
H -3.9151 -3.0703 -0.4897
N 2.8267 -0.1224 -4.0605
C 3.5303 0.2273 -2.9806
C 4.8179 0.5080 -3.3864
C 4.8377 0.3104 -4.7940
C 3.5534 -0.0645 -5.2198
H 1.8081 -0.3240 -3.9482
H 3.1898 0.1600 -1.9478
H 5.7102 0.8199 -2.8366
H 5.7058 0.3849 -5.3945
H 3.1056 -0.2900 -6.1712
N -0.6768 -1.8662 -5.0949
C -0.9544 -0.6532 -5.6830
C -0.9511 0.2796 -4.6934
C -0.6586 -0.3525 -3.4667
C -0.4154 -1.6991 -3.7645
H -0.5940 -2.7462 -5.5993
H -1.0695 -0.7122 -6.7396
H -1.1844 1.3154 -4.8932
H -0.5471 0.0469 -2.5091
H -0.2826 -2.5393 -3.0911
*
```

E: -4440.658811 Eh

Results of the Löwdin charge analysis, in e, for atoms 1 through 5:
1. C -0.017
2. C -0.470
3. C -0.112
4. C -0.128
5. C -0.105



Record 4
Molecular formula: C5H17N2O3
Method: DFT, ωB97M-V/def2-TZVPD

The geometry in ORCA input format:
```
! RIJCOSX wB97M-V def2-TZVPD def2/J DEFGRID3
* xyz 1 1
C 0.4084 1.6382 2.3573
C 0.3814 2.0405 0.8735
C -0.6446 1.4584 -0.0452
C -0.3323 1.1191 -1.2916
N -1.1726 0.5335 -2.2347
C -2.0315 1.0941 -2.9578
N -0.2394 0.2521 2.5721
H 1.4155 1.4847 2.7250
H -0.1416 2.2654 3.0526
H 0.3346 3.1300 0.8646
H 1.3670 1.7269 0.5586
H -1.6792 1.4584 0.2857
H 0.6748 1.1809 -1.6905
H -2.3404 2.1405 -2.9172
H -2.5372 0.4677 -3.6872
H -1.2229 0.1696 2.8039
H 0.3804 -0.2318 3.2091
H -0.0582 -0.3459 1.7478
H -0.4680 -1.5056 -2.6411
H -1.0103 -2.9215 -2.3435
O -0.2015 -2.4191 -2.4750
H 0.8879 -3.0113 -1.0984
H 1.6568 -4.1615 -0.4180
O 1.6312 -3.2097 -0.5060
H 1.3566 -1.2165 0.4391
H 1.8943 -2.0395 1.4711
O 1.6910 -1.0976 1.3456
*
```

relative energy (zero: lowest compared OMol25 entry of this formula, charge and spin): 47.8 kcal/mol
E: -535.663858 Eh

Results of the natural (NBO) charge analysis, in e, for atoms 1 through 5:
1. C -0.186
2. C -0.462
3. C -0.306
4. C 0.007
5. N -0.457



Q: Which of these has the highest E?
A: C4H8O3